Here is the ion C5H10NO with charge -1 at a distorted geometry from the OMol25 dataset. Energies are from ωB97M-V with the def2-TZVPD basis set.

The geometry in XYZ format:
```
17
Properties=species:S:1:pos:R:3
C 0.7604 -0.9307 -2.9710
C -0.1146 -0.6323 -2.0181
C 0.1101 -0.8282 -0.5434
C -0.5139 0.2108 0.3574
N -0.1065 -0.0067 1.7633
C 0.1165 1.3123 2.5012
O -1.0252 1.8038 3.0029
H 0.6150 -0.7907 -4.0333
H 1.7519 -1.2824 -2.6931
H -1.0929 -0.2830 -2.3549
H -0.2288 -1.8278 -0.2693
H 1.1751 -0.8229 -0.3880
H -1.6126 0.1316 0.2760
H -0.3151 1.2475 0.0910
H -0.9512 -0.3173 2.2301
H 0.8337 1.0548 3.3117
H 0.5981 1.9612 1.7377
```

Values from the calculation:
strongest force on any atom = 1.50 eV Å⁻¹
2S+1 = 1
HOMO level = -2.43 eV
lowest unoccupied orbital energy = 3.573 eV
SMILES string = C=CCCNC[O-]
gap between HOMO and LUMO = 6.01 eV
charge = -1
energy above the lowest of the compared OMol25 structures with the same formula, charge and spin = 63.24 kJ/mol